Record 1
{
  "formula": "C5H22FeHgO8",
  "method": "wB97M-V/def2-TZVPD",
  "elements": ["Fe", "Hg", "C", "C", "O", "H", "H", "H", "H", "H", "C", "O", "H", "H", "H", "C", "C", "O", "O", "H", "H", "H", "H", "H", "H", "O", "H", "H", "O", "H", "H", "O", "H", "H", "O", "H", "H"],
  "coordinates": [[0.379, 9.383, 7.468], [0.894, 12.841, 7.957], [4.203, 10.056, 7.859], [3.228, 10.520, 6.800], [1.961, 10.833, 7.285], [3.819, 9.190, 8.399], [4.537, 10.952, 8.382], [5.106, 9.620, 7.432], [3.213, 9.721, 6.058], [3.628, 11.398, 6.292], [-2.244, 11.321, 8.044], [-0.870, 11.137, 7.919], [-2.656, 10.418, 8.495], [-2.507, 12.226, 8.592], [-2.771, 11.483, 7.103], [3.370, 5.535, 4.853], [2.920, 5.711, 6.231], [2.226, 6.936, 6.567], [4.663, 6.083, 4.579], [2.721, 6.229, 4.318], [3.216, 4.466, 4.706], [3.694, 5.459, 6.956], [2.123, 5.006, 6.470], [1.523, 6.821, 7.210], [5.201, 5.444, 4.105], [2.913, 13.874, 8.395], [3.431, 14.060, 9.178], [3.531, 13.972, 7.670], [2.415, 9.542, 10.998], [2.251, 8.819, 10.393], [2.975, 9.165, 11.676], [5.174, 13.784, 6.117], [5.406, 12.856, 6.160], [4.484, 13.828, 5.455], [3.650, 7.157, 9.702], [2.801, 6.981, 9.296], [4.085, 7.758, 9.098]],
  "lowdin_spin": [3.805, -0.006, 0.003, 0.010, 0.093, 0.000, 0.000, 0.000, 0.002, 0.002, 0.008, 0.071, 0.001, 0.002, 0.002, 0.000, 0.001, 0.006, 0.000, 0.000, 0.000, 0.000, 0.000, 0.000, 0.000, -0.002, 0.000, 0.000, 0.000, 0.000, 0.000, 0.000, 0.000, 0.000, 0.000, 0.000, 0.000],
  "total_charge": 2,
  "spin_multiplicity": 5,
  "e_homo_ev": [-15.2, -15.2],
  "orbital_gap_ev": [4.890, 4.915]
}

Record 2
{
  "formula": "C5H22NO6",
  "method": "wB97M-V/def2-TZVPD",
  "elements": ["C", "N", "C", "C", "C", "C", "O", "H", "H", "H", "H", "H", "H", "H", "H", "H", "H", "H", "H", "H", "H", "O", "H", "H", "O", "H", "H", "O", "H", "H", "O", "H", "H", "O"],
  "coordinates": [[1.686, 1.372, 0.547], [1.511, 0.060, 1.189], [1.470, -1.708, -2.178], [2.081, -1.345, -0.801], [1.023, -0.979, 0.262], [0.639, -2.218, 1.043], [-0.679, -2.090, 1.577], [2.503, 1.918, 1.001], [0.702, 1.835, 0.627], [1.768, 1.245, -0.538], [2.329, -0.292, 1.674], [0.396, -1.565, -2.129], [1.838, -1.045, -2.958], [1.722, -2.727, -2.493], [2.692, -2.194, -0.462], [2.820, -0.563, -0.908], [0.141, -0.542, -0.195], [0.498, -3.043, 0.345], [1.384, -2.461, 1.815], [-2.355, 0.561, -2.535], [-3.068, 0.024, -1.294], [-2.811, -0.232, -2.221], [-0.233, 3.065, -1.668], [-1.473, 2.606, -0.867], [-1.101, 2.693, -1.811], [-1.075, 1.131, 2.085], [-2.038, 2.914, 1.305], [-1.674, 2.256, 0.684], [-3.343, -0.198, 0.866], [-2.690, 1.210, 0.459], [-3.468, 0.537, 0.241], [-0.687, -1.213, 1.997], [0.212, 0.433, 2.526], [-0.719, 0.556, 2.815]],
  "mulliken_charge": [-0.745, -0.358, -1.134, -0.782, 0.081, -0.708, -0.579, 0.337, 0.092, 0.302, 0.251, 0.344, 0.326, 0.284, 0.386, 0.499, 0.349, 0.395, 0.250, 0.299, 0.421, -0.721, 0.232, 0.437, -0.691, 0.432, 0.131, -1.102, 0.309, 0.477, -0.848, 0.385, 0.501, -0.854],
  "total_charge": -1,
  "spin_multiplicity": 1,
  "e_homo_ev": -5.7,
  "orbital_gap_ev": 8.831
}

Record 3
{
  "formula": "C5H23B3F3NO4PtS",
  "method": "wB97M-V/def2-TZVPD",
  "elements": ["Pt", "B", "H", "H", "H", "H", "B", "H", "H", "H", "H", "B", "H", "H", "H", "H", "C", "F", "F", "F", "S", "O", "O", "O", "C", "C", "C", "O", "C", "N", "H", "H", "H", "H", "H", "H", "H", "H", "H", "H", "H"],
  "coordinates": [[-0.283, -0.594, 0.017], [-2.488, -1.635, 0.677], [-1.887, -2.278, 1.424], [-2.724, -0.600, 1.129], [-1.967, -1.480, -0.339], [-3.520, -2.124, 0.450], [-1.166, 1.629, 0.650], [-1.694, 1.133, -0.259], [-0.040, 1.411, 0.685], [-1.304, 2.778, 0.509], [-1.654, 1.333, 1.651], [0.797, -2.659, -0.212], [-0.145, -2.358, -0.786], [1.477, -1.792, 0.069], [0.422, -3.176, 0.750], [1.328, -3.397, -0.938], [0.396, 1.086, 4.325], [0.073, 1.077, 5.623], [-0.299, 2.092, 3.769], [1.701, 1.343, 4.188], [-0.032, -0.609, 3.564], [0.924, -1.411, 4.301], [-1.428, -0.885, 3.940], [0.205, -0.602, 2.127], [-0.642, 1.724, -3.222], [0.176, 0.449, -3.114], [1.539, 0.594, -2.386], [1.370, 0.562, -0.989], [2.551, 0.739, -0.250], [-0.635, -0.568, -2.465], [-0.097, 2.463, -3.827], [-0.791, 2.269, -2.286], [-1.623, 1.612, -3.684], [0.456, 0.078, -4.114], [1.921, 1.583, -2.671], [2.215, -0.246, -2.589], [2.454, 0.604, 0.822], [2.906, 1.778, -0.358], [3.372, 0.160, -0.688], [-1.592, -0.590, -2.801], [-0.272, -1.491, -2.693]],
  "lowdin_spin": [1.449, 0.063, 0.001, 0.001, 0.041, 0.026, 0.034, 0.014, 0.010, 0.016, -0.001, 0.046, 0.028, 0.006, 0.000, 0.018, 0.003, 0.001, 0.000, 0.000, 0.008, 0.008, -0.001, 0.057, 0.001, 0.006, 0.009, 0.050, 0.005, 0.083, 0.000, 0.000, 0.000, 0.004, 0.002, 0.000, 0.002, 0.001, 0.000, 0.003, 0.002],
  "total_charge": -2,
  "spin_multiplicity": 3,
  "e_homo_ev": [-0.8, -1.6],
  "orbital_gap_ev": [5.194, 5.926]
}

Record 4
{
  "formula": "C5H23N2O5",
  "method": "wB97M-V/def2-TZVPD",
  "elements": ["C", "C", "C", "C", "C", "N", "N", "H", "H", "H", "H", "H", "H", "H", "H", "H", "H", "H", "H", "H", "H", "H", "O", "H", "H", "O", "H", "H", "O", "H", "H", "O", "H", "H", "O"],
  "coordinates": [[-2.486, -0.109, -1.238], [-1.186, -0.195, -0.446], [-0.163, -1.109, -1.137], [0.985, -1.548, -0.197], [2.743, -0.420, 0.982], [1.901, -0.437, 0.003], [-0.606, 1.217, -0.369], [-3.202, 0.465, -0.766], [-2.892, -1.108, -1.375], [-2.359, 0.292, -2.299], [-1.409, -0.543, 0.631], [-0.639, -2.023, -1.497], [0.218, -0.653, -1.973], [0.555, -2.001, 0.713], [1.501, -2.433, -0.690], [3.396, 0.413, 1.029], [2.859, -1.190, 1.744], [0.383, 1.206, -0.077], [-1.122, 1.853, 0.236], [-0.598, 1.629, -1.296], [-0.387, -1.021, 2.826], [0.778, -0.836, 3.865], [0.512, -0.734, 2.943], [-2.707, -1.037, 3.178], [-2.371, -2.297, 2.569], [-2.063, -1.396, 2.608], [-0.613, 2.332, -3.750], [0.438, 1.476, -3.097], [-0.479, 1.665, -3.105], [0.930, 2.361, 2.471], [0.526, 0.858, 2.365], [0.446, 1.746, 1.914], [2.132, 0.760, -1.630], [2.905, 1.476, -2.772], [2.075, 1.343, -2.365]],
  "lowdin_spin": [0.001, 0.005, 0.005, 0.046, 0.379, 0.257, 0.010, 0.001, 0.001, 0.000, 0.004, 0.003, 0.000, 0.015, 0.024, 0.053, 0.055, 0.003, 0.002, 0.000, 0.005, 0.011, 0.037, 0.007, 0.008, 0.026, 0.000, 0.000, 0.000, 0.006, 0.007, 0.029, -0.001, 0.000, 0.000],
  "spin_multiplicity": 2,
  "e_homo_ev": [-2.5, -7.6],
  "orbital_gap_ev": [2.691, 7.688]
}

Record 5
{
  "formula": "C5H23N3O4",
  "method": "wB97M-V/def2-TZVPD",
  "elements": ["C", "N", "C", "C", "N", "C", "C", "N", "H", "H", "H", "H", "H", "H", "H", "H", "H", "H", "H", "H", "H", "H", "H", "O", "H", "H", "O", "H", "H", "O", "H", "H", "O", "H", "H"],
  "coordinates": [[1.752, 1.122, 2.723], [0.776, 1.446, 1.687], [-0.206, 0.310, 1.716], [-0.836, 0.298, 0.279], [-1.252, 1.664, -0.126], [-2.012, -0.693, 0.089], [-1.515, -2.179, 0.061], [-1.017, -2.884, 1.212], [2.836, 1.309, 2.488], [1.765, 1.951, 3.477], [1.564, 0.275, 3.402], [1.295, 1.520, 0.903], [0.294, -0.640, 1.921], [-0.970, 0.414, 2.600], [-0.016, -0.160, -0.493], [-1.855, 2.088, 0.468], [-1.598, 1.640, -1.085], [-2.762, -0.547, -0.732], [-2.661, -0.381, 1.032], [-0.646, -2.172, -0.641], [-2.351, -2.738, -0.459], [-0.346, -2.226, 1.758], [-1.775, -3.057, 1.921], [0.779, 2.288, -2.172], [1.214, 2.165, -1.302], [1.495, 2.693, -2.704], [-1.018, -0.458, -2.552], [-1.044, 0.543, -2.309], [-0.379, -0.285, -3.287], [1.632, -0.761, -0.532], [1.349, -1.246, 0.215], [2.097, -1.421, -1.131], [1.610, -0.137, -2.988], [1.322, 0.314, -2.313], [2.481, -0.055, -3.123]],
  "mulliken_charge": [-0.931, -0.270, -0.822, 0.881, -0.379, -0.743, -0.683, -0.671, 0.274, 0.346, 0.278, 0.182, 0.207, 0.210, -0.026, 0.222, 0.219, 0.239, 0.365, 0.244, 0.347, 0.345, 0.302, -0.575, 0.317, 0.288, -0.618, 0.220, 0.363, -0.580, 0.273, 0.327, -0.632, 0.270, 0.211],
  "spin_multiplicity": 1,
  "smiles": "CNC[C@H](N)CCN.O.O.O.O",
  "e_homo_ev": -8.2,
  "orbital_gap_ev": 8.515
}

Record 6
{
  "formula": "C5H23NO5",
  "method": "wB97M-V/def2-TZVPD",
  "elements": ["C", "C", "C", "C", "C", "N", "H", "H", "H", "H", "H", "H", "H", "H", "H", "H", "H", "H", "H", "O", "H", "H", "O", "H", "H", "O", "H", "H", "O", "H", "H", "O", "H", "H"],
  "coordinates": [[-1.768, 2.279, 0.585], [-0.874, 1.417, 1.524], [0.351, 0.737, 0.856], [1.399, 1.838, 0.593], [1.038, -0.293, 1.841], [0.533, -1.640, 1.583], [-1.227, 2.752, -0.208], [-2.570, 1.694, 0.159], [-2.245, 2.902, 1.328], [-0.617, 1.860, 2.503], [-1.528, 0.585, 1.870], [0.016, 0.342, -0.116], [1.423, 2.655, 1.317], [2.297, 1.315, 0.248], [1.123, 2.412, -0.303], [2.098, -0.094, 1.855], [0.624, 0.022, 2.841], [-0.351, -1.769, 2.053], [1.135, -2.436, 1.727], [2.985, -0.463, -2.314], [2.426, 0.308, -2.210], [2.693, -1.037, -1.596], [1.548, -3.235, -1.163], [1.304, -2.627, -1.856], [1.206, -2.841, -0.350], [-2.506, -2.107, -0.025], [-2.817, -2.568, 0.764], [-2.225, -1.218, 0.257], [-0.659, 1.495, -2.352], [-0.849, 0.549, -2.148], [-1.291, 1.559, -3.085], [-0.622, -1.240, -1.994], [-0.679, -1.784, -2.779], [-1.372, -1.367, -1.404]],
  "mulliken_charge": [-1.162, -1.004, 1.855, -1.750, -0.987, -0.371, 0.289, 0.265, 0.377, 0.522, 0.327, -0.721, 0.362, 0.467, 0.389, 0.491, 0.259, 0.141, 0.282, -0.650, 0.326, 0.337, -0.671, 0.243, 0.349, -0.715, 0.325, 0.247, -0.557, 0.333, 0.306, -0.562, 0.256, 0.403],
  "spin_multiplicity": 1,
  "smiles": "CC[C@@H](C)CN.O.O.O.O.O",
  "e_homo_ev": -9.4,
  "orbital_gap_ev": 9.516
}

Record 7
{
  "formula": "C5H23NO7",
  "method": "wB97M-V/def2-TZVPD",
  "elements": ["C", "C", "N", "C", "O", "C", "C", "O", "H", "H", "H", "H", "H", "H", "H", "H", "H", "H", "H", "H", "H", "O", "H", "H", "O", "H", "H", "O", "H", "H", "O", "H", "H", "O", "H", "H"],
  "coordinates": [[-1.243, 1.001, 1.053], [-0.358, 0.324, 0.018], [0.679, -0.627, 0.388], [0.289, -2.000, 0.589], [0.119, -2.234, 1.991], [0.354, 1.482, -0.764], [1.326, 0.926, -1.794], [-0.730, 2.119, -1.476], [-1.320, 2.080, 1.074], [-0.899, 0.775, 2.070], [-2.267, 0.632, 0.986], [-0.851, -0.162, -0.826], [1.173, -0.329, 1.205], [-0.643, -2.129, 0.047], [1.035, -2.721, 0.244], [0.916, -1.912, 2.432], [0.870, 2.173, -0.096], [2.405, 0.969, -1.614], [1.364, 1.693, -2.584], [1.098, -0.041, -2.203], [-0.402, 2.988, -1.707], [1.370, 0.231, 3.319], [0.679, -0.032, 3.943], [2.043, 0.505, 3.957], [2.623, -2.714, -2.540], [2.594, -2.257, -3.351], [2.331, -2.243, -1.760], [-3.380, 2.666, 0.096], [-2.729, 2.262, -0.485], [-3.403, 3.616, 0.097], [-1.077, -1.381, 4.120], [-0.652, -2.220, 4.311], [-1.189, -1.387, 3.156], [-0.687, -0.754, -5.023], [-0.475, -1.355, -4.300], [-0.963, 0.053, -4.571]],
  "mulliken_charge": [-1.864, 0.383, 0.006, -0.490, -0.552, -0.033, -0.942, -0.529, 0.507, 0.285, 0.305, 0.388, 0.133, 0.380, 0.282, 0.294, 0.445, 0.320, 0.372, -0.043, 0.322, -0.601, 0.306, 0.278, -0.652, 0.302, 0.353, -0.646, 0.349, 0.290, -0.683, 0.318, 0.418, -0.638, 0.312, 0.324],
  "spin_multiplicity": 1,
  "smiles": "C[C@H](NCO)[C@@H](C)O.O.O.O.O.O",
  "e_homo_ev": -9.3,
  "orbital_gap_ev": 9.619
}

Record 8
{
  "formula": "C5H23NO9",
  "method": "wB97M-V/def2-TZVPD",
  "elements": ["O", "C", "O", "C", "C", "C", "C", "N", "H", "H", "H", "H", "H", "H", "H", "H", "H", "O", "H", "H", "O", "H", "H", "O", "H", "H", "O", "H", "H", "O", "H", "H", "O", "H", "H", "O", "H", "H"],
  "coordinates": [[1.892, -0.441, 2.106], [1.011, 0.364, 2.010], [0.122, 0.587, 3.005], [0.671, 1.281, 0.847], [1.692, 2.362, 0.466], [2.061, 2.063, -0.988], [1.119, 0.992, -1.488], [0.475, 0.352, -0.335], [0.368, 0.083, 3.793], [-0.350, 1.617, 1.025], [2.536, 2.297, 1.132], [1.181, 3.317, 0.537], [1.908, 2.902, -1.638], [3.107, 1.790, -1.118], [1.513, 0.298, -2.236], [0.328, 1.390, -2.128], [-0.515, 0.320, -0.533], [-3.277, -0.353, -0.084], [-2.372, -0.571, 0.267], [-3.698, -1.128, 0.310], [-1.424, -2.027, 1.025], [-1.768, -2.687, 0.411], [-0.467, -2.277, 1.098], [3.273, -1.264, -1.349], [3.292, -2.152, -1.698], [2.406, -0.851, -1.277], [-1.788, -2.738, -1.597], [-1.477, -2.959, -2.488], [-1.680, -1.776, -1.574], [1.008, -2.954, 1.220], [1.424, -2.560, 0.446], [1.545, -2.789, 1.999], [-2.261, 1.903, 1.584], [-2.875, 1.255, 1.199], [-2.762, 2.170, 2.363], [-1.773, 0.589, -2.346], [-1.885, 1.465, -1.956], [-2.563, 0.130, -2.008]],
  "mulliken_charge": [-0.639, 0.135, -0.443, 1.129, -0.798, -0.377, -1.052, 0.149, 0.385, -0.219, 0.254, 0.385, 0.323, 0.244, 0.719, 0.233, -0.190, -0.685, 0.252, 0.377, -0.688, 0.317, 0.377, -0.641, 0.276, 0.249, -0.668, 0.280, 0.370, -0.684, 0.321, 0.315, -0.598, 0.327, 0.277, -0.643, 0.346, 0.288],
  "spin_multiplicity": 1,
  "smiles": "O=C(O)[C@H]1CCCN1.O.O.O.O.O.O.O",
  "e_homo_ev": -8.9,
  "orbital_gap_ev": 9.239
}

Calculated total energy (eV)
-60461.2647 -19318.8617 -39494.3158 -18772.7411 -18214.5372 -17284.9028 -21379.5703 -25476.1115
Energy above the lowest of the compared OMol25 structures with the same formula, charge and spin (kJ/mol)
184.7 98.3 0.0 0.0 411.3 68.3 229.3 116.4